Record 1
Entry from the OMol25 dataset: a molecular structure, C45H39BrInN5O3S (the ωB97M-V functional and the def2-TZVPD basis).

* electronic energy: -146931.375 eV
* E_HOMO: -12.474 eV
* largest force on an atom: 0.2 eV/Å
* energy relative to the best compared isomer or geometry (same formula, charge and spin): 0.0 kJ/mol
* gap between HOMO and LUMO: 6.63 eV
* net charge: +2

Element x y z (Å)
H (-2.474, 2.630, 2.492)
H (8.658, 3.679, 0.063)
C (1.129, 0.928, 3.437)
C (-1.418, 0.321, -5.263)
O (-1.028, 1.295, 1.118)
H (-3.214, 1.028, 0.461)
H (-1.710, 6.967, 0.246)
H (3.679, -2.816, 4.412)
O (-0.248, 5.043, -0.644)
C (6.978, 2.404, -0.289)
H (-4.599, 1.233, -0.637)
S (-0.281, 0.812, -2.854)
H (1.442, -5.147, 1.313)
C (-1.892, 6.027, 0.749)
C (0.030, -5.149, -0.294)
H (-4.181, -2.046, -3.963)
C (-2.310, 3.589, 2.019)
N (1.518, 1.552, 0.205)
O (0.364, -0.187, -1.874)
C (5.711, 4.666, -1.280)
C (-0.181, -2.154, -5.585)
C (-0.855, -4.386, -1.036)
H (-0.816, 2.403, -0.604)
C (-1.373, 3.681, 0.996)
N (-0.113, -2.450, 0.095)
H (-1.898, 1.284, -5.126)
C (7.642, 3.618, -0.300)
H (7.530, 5.698, -0.808)
H (1.610, 5.166, -3.790)
C (-3.922, -0.584, -2.418)
H (-2.373, -3.496, -3.077)
C (0.073, -1.409, -4.442)
H (0.239, 1.192, 2.872)
C (-3.626, -1.753, -3.082)
C (-2.829, 5.917, 1.763)
H (2.647, -4.091, 2.558)
C (3.720, 0.736, -0.411)
H (0.920, 1.049, 4.500)
H (0.460, 4.395, -0.496)
C (-0.548, -0.178, -4.304)
C (-1.159, 4.912, 0.372)
N (0.812, 2.715, 0.590)
C (5.008, 1.005, -0.682)
N (1.039, -1.165, 2.152)
H (7.480, 1.518, 0.080)
H (-1.236, -2.253, -7.448)
C (1.567, -0.477, 3.173)
H (-2.331, -0.058, -7.162)
C (2.766, 1.732, 0.008)
C (3.027, 3.594, -4.150)
H (0.732, -1.777, -3.666)
C (2.275, 1.347, -3.735)
C (7.007, 4.752, -0.790)
C (-0.638, 2.471, 0.486)
C (2.930, -2.355, 3.783)
Br (3.134, -1.068, -0.532)
H (2.448, 0.278, -3.719)
C (-1.045, -1.667, -6.558)
C (1.040, 1.871, -3.366)
H (3.176, 2.726, 0.172)
H (4.240, 1.838, -4.421)
C (-3.526, 1.059, -0.577)
C (-3.035, 4.703, 2.408)
C (-2.616, -2.567, -2.585)
H (0.300, -3.114, -5.719)
C (1.405, -2.448, 1.957)
C (-1.661, -0.433, -6.401)
C (3.273, 2.221, -4.124)
H (-3.761, 4.626, 3.205)
H (-4.729, 0.055, -2.749)
C (-0.914, -3.018, -0.812)
H (4.049, 3.387, -1.692)
C (5.038, 3.456, -1.257)
H (-3.399, 6.788, 2.056)
H (0.088, -6.218, -0.449)
C (2.522, -1.061, 4.007)
H (1.043, 2.953, 1.554)
H (-0.180, 3.618, -3.060)
N (-2.176, -0.976, -0.849)
C (0.801, -4.548, 0.687)
H (2.928, -0.482, 4.824)
H (5.657, 0.156, -0.872)
C (-1.930, -2.149, -1.462)
H (-1.518, -4.858, -1.744)
H (1.940, 1.621, 3.196)
C (2.350, -3.071, 2.742)
H (3.809, 4.270, -4.471)
H (-3.035, 1.913, -1.051)
C (0.782, 3.233, -3.375)
C (1.793, 4.100, -3.775)
C (0.699, -3.178, 0.868)
C (-3.181, -0.209, -1.293)
C (5.658, 2.315, -0.740)
H (5.227, 5.542, -1.691)
In (-0.065, -0.262, 0.279)

---

Record 2
Entry from the OMol25 dataset: a single C4H6N2O2 molecule at a distorted geometry (the ωB97M-V functional and the def2-TZVPD basis).

* electronic energy: -11317.637 eV
* E_HOMO: -9.242 eV
* largest force on an atom: 5.3 eV/Å
* SMILES string: CCn1ncc(=O)o1
* energy relative to the best compared isomer or geometry (same formula, charge and spin): 328.6 kJ/mol
* gap between HOMO and LUMO: 9.81 eV
* net charge: 0

Element x y z (Å)
C (0.732, -1.458, -1.408)
C (0.309, 1.080, 1.428)
H (0.076, 2.024, -0.472)
N (-1.261, -0.930, -0.336)
C (-0.514, -1.912, -0.714)
H (0.496, 1.870, 2.095)
H (-0.273, 0.390, 1.992)
O (1.612, -2.103, -1.884)
H (-0.713, -2.947, -0.597)
C (-0.427, 1.432, 0.146)
N (-0.616, 0.201, -0.589)
H (1.286, 0.628, 1.207)
O (0.657, -0.113, -1.347)
H (-1.365, 1.840, 0.478)

---

Record 3
Entry from the OMol25 dataset: a molecular structure, C18H42BN7OP3Zn (the ωB97M-V functional and the def2-TZVPD basis).

* electronic energy: -108787.251 eV
* E_HOMO: -11.069 eV
* largest force on an atom: 0.2 eV/Å
* energy relative to the best compared isomer or geometry (same formula, charge and spin): 1.8 kJ/mol
* gap between HOMO and LUMO: 9.28 eV
* net charge: +1

Element x y z (Å)
H (0.194, -2.783, 0.481)
H (4.647, -1.345, -0.612)
H (-4.378, -2.026, -1.250)
P (0.546, 1.710, -2.524)
C (0.506, 4.895, 1.369)
H (4.515, -1.173, 2.043)
H (-4.477, -1.873, 1.602)
H (-0.398, -1.597, 3.891)
H (-1.138, 3.035, -3.664)
H (-3.028, -2.736, -2.150)
H (-3.978, -3.836, 0.461)
N (1.805, 0.044, 0.849)
H (0.981, -2.441, 2.030)
C (1.584, 0.246, 2.147)
H (0.518, 4.636, 2.428)
H (2.567, 2.919, -2.183)
N (-1.027, -1.837, 1.916)
Zn (0.647, 0.115, -0.789)
H (-2.743, 1.168, 2.993)
C (-1.137, 2.294, -2.863)
H (0.546, 0.066, -4.284)
O (-1.183, -0.192, -0.129)
H (3.065, 2.364, 0.137)
H (2.764, 2.843, 1.796)
H (-1.757, 1.446, -3.156)
H (-4.343, -0.920, 3.086)
H (0.671, 0.721, 2.470)
C (3.545, -0.719, 1.936)
P (-1.954, -1.132, 0.762)
H (-3.780, 1.728, 1.672)
H (1.525, -4.702, -2.719)
C (-3.291, -2.009, -1.379)
H (3.809, -3.634, -1.624)
H (1.528, 3.723, -3.350)
H (0.066, 4.599, -1.571)
H (1.236, 5.687, 1.193)
H (-5.224, -0.276, 1.692)
N (2.594, -1.947, -1.349)
N (3.005, -0.554, 0.726)
H (-2.045, 1.531, 1.395)
H (-2.498, -4.429, -0.307)
C (-1.321, -1.797, 3.340)
H (1.051, 1.656, -4.905)
B (3.543, -0.890, -0.700)
H (-1.564, 2.729, -1.961)
H (-2.994, -1.019, -1.717)
C (1.670, -3.722, -2.300)
C (1.042, 4.193, -1.289)
C (0.745, -2.687, -2.200)
C (2.667, -0.217, 2.888)
H (-2.030, -1.006, 3.570)
N (-2.608, -2.342, -0.134)
H (1.729, 5.041, -1.220)
C (-4.355, -0.865, 1.993)
P (0.869, 3.399, 0.374)
H (3.464, 0.131, -1.360)
H (-1.728, -2.749, 3.695)
C (1.537, 3.233, -2.372)
N (1.314, -1.625, -1.625)
C (1.130, 0.961, -4.069)
H (2.171, 0.661, -3.942)
H (3.219, 4.077, 0.600)
C (2.648, 3.160, 0.759)
H (-0.293, -2.656, -2.492)
N (-3.144, -0.253, 1.469)
H (-0.490, 5.268, 1.129)
C (-2.908, 1.116, 1.912)
H (2.804, -0.183, 3.954)
C (0.048, -2.758, 1.559)
C (2.832, -3.199, -1.750)
H (-2.450, -3.819, 1.352)
C (-2.900, -3.674, 0.373)
H (-0.184, -3.773, 1.896)

---

| no. | E_LUMO (eV) |
| --- | --- |
| 1 | -5.847 |
| 2 | 0.572 |
| 3 | -1.787 |